Below is a structure of composition C15H20EuN2O2, with properties calculated with ωB97M-V/def2-TZVPD.

Cartesian coordinates (Å):
C 2.139 2.804 -3.642
C 1.346 2.044 -4.701
H 1.570 3.661 -3.269
H 3.070 3.193 -4.067
H 2.399 2.172 -2.786
H 0.472 1.540 -4.277
H 0.994 2.729 -5.479
H 1.967 1.291 -5.195
C -0.180 0.867 2.835
C -0.680 0.953 4.139
C -1.788 0.178 4.497
C -2.316 -0.692 3.541
H 0.730 1.381 2.506
H -0.204 1.611 4.858
H -2.228 0.220 5.499
H -3.119 -1.375 3.773
N -0.789 0.110 1.895
C -1.806 -0.725 2.228
C -2.289 -1.699 1.198
N -1.633 -1.740 0.006
C -2.023 -2.629 -0.937
C -3.805 -3.445 0.438
C -3.119 -3.488 -0.782
H -1.421 -2.626 -1.843
H -3.410 -4.154 -1.593
C -3.367 -2.576 1.437
H -3.838 -2.538 2.416
H -4.676 -4.073 0.612
Eu -0.028 0.195 -0.548
C 0.684 -1.123 -2.419
H 0.104 -1.072 -3.344
H 0.750 -2.154 -2.024
H 1.701 -0.703 -2.547
C 4.044 2.037 1.567
O 2.877 1.188 1.525
C 2.257 0.911 0.409
O 2.702 1.065 -0.741
H 4.848 1.531 1.031
H 4.265 2.103 2.634
H 3.801 3.026 1.154

spin multiplicity: 8
energy above the lowest of the compared OMol25 structures with the same formula, charge and spin: 237.22 kJ/mol
lowest unoccupied orbital energy (alpha / beta): -0.029 / -0.029 Eh
charge: 0
frontier orbital gap (alpha / beta): 5.1 / 5.4 eV
E_HOMO (alpha / beta): -5.9 / -6.2 eV



Below is the molecule C23H34N2O4, with properties calculated with ωB97M-V/def2-TZVPD.

Cartesian coordinates (Å):
C -1.059 -3.241 0.441
C -1.421 -1.777 0.644
O -0.253 -0.963 0.773
C 0.336 -0.579 -0.365
O -0.060 -0.897 -1.455
C 1.616 0.230 -0.135
C 2.740 -0.807 -0.361
C 4.134 -0.423 0.143
C 5.143 -1.526 -0.207
C 6.539 -1.126 0.265
C 6.893 0.236 -0.326
C 5.791 1.234 0.028
O 4.528 0.810 -0.429
C 1.668 1.349 -1.189
C 0.934 2.595 -0.671
N -0.108 2.233 0.270
C -1.347 1.946 -0.251
O -1.590 2.068 -1.432
N -2.290 1.596 0.695
C -3.544 1.028 0.473
C -4.404 0.886 1.558
C -5.635 0.284 1.389
C -6.042 -0.194 0.152
C -7.384 -0.843 -0.007
C -5.178 -0.057 -0.938
C -5.574 -0.562 -2.292
C -3.943 0.548 -0.770
C 0.418 1.718 1.515
C 1.667 0.854 1.261
H -0.524 -3.361 -0.497
H -0.432 -3.594 1.257
H -1.967 -3.836 0.407
H -2.016 -1.413 -0.199
H -1.976 -1.632 1.574
H 2.469 -1.739 0.143
H 2.793 -1.006 -1.432
H 4.116 -0.312 1.242
H 4.835 -2.463 0.259
H 5.149 -1.663 -1.290
H 7.271 -1.876 -0.039
H 6.552 -1.064 1.357
H 7.848 0.593 0.059
H 6.962 0.156 -1.412
H 5.967 2.201 -0.449
H 5.763 1.376 1.121
H 1.184 0.984 -2.096
H 2.704 1.591 -1.412
H 1.623 3.266 -0.151
H 0.468 3.132 -1.497
H -2.103 1.840 1.655
H -4.107 1.248 2.533
H -6.294 0.184 2.240
H -7.917 -0.862 0.940
H -7.989 -0.301 -0.734
H -7.278 -1.867 -0.365
H -6.480 -0.064 -2.637
H -5.776 -1.632 -2.260
H -4.782 -0.379 -3.013
H -3.281 0.663 -1.612
H 0.676 2.559 2.173
H -0.331 1.105 2.015
H 1.731 0.080 2.026
H 2.564 1.472 1.312

energy above the lowest of the compared OMol25 structures with the same formula, charge and spin: 3.04 kJ/mol
lowest unoccupied orbital energy: 0.025 Eh
charge: 0
frontier orbital gap: 8.5 eV
SMILES: CCOC(=O)C1(C[C@H]2CCCCO2)CCN(C(=O)Nc2ccc(C)c(C)c2)CC1
E_HOMO: -7.8 eV



Below is a structure of composition C35H36Cl5Ge2NOPd, with properties calculated with ωB97M-V/def2-TZVPD.

Cartesian coordinates (Å):
Pd -0.489 0.287 0.149
Cl 4.616 -0.326 5.342
C 3.729 -0.137 3.876
C 2.343 -0.074 3.893
Cl 1.487 -0.190 5.385
C 1.641 0.082 2.704
Cl -0.100 0.161 2.731
C 2.263 0.191 1.446
O 1.639 0.354 0.327
C 3.678 0.115 1.469
Cl 4.483 0.230 -0.052
C 4.388 -0.040 2.647
Cl 6.110 -0.119 2.604
C -1.044 1.556 -4.521
C -0.955 1.577 -2.991
Ge -0.247 -0.082 -2.219
C 1.628 -0.366 -2.651
C 1.843 -0.875 -4.081
C -1.293 -1.582 -2.885
C -1.790 -2.450 -1.998
Ge -1.236 -2.010 -0.162
C 0.308 -3.062 0.403
C 0.006 -4.507 0.815
C -2.613 -1.991 1.244
C -3.979 -2.624 0.959
C -2.596 -3.652 -2.371
C -3.031 -3.862 -3.684
C -3.774 -4.979 -4.023
C -4.107 -5.922 -3.056
C -3.693 -5.728 -1.749
C -2.951 -4.601 -1.418
H -1.466 2.487 -4.906
H -1.682 0.742 -4.870
H -0.067 1.429 -4.988
H -1.947 1.718 -2.561
H -0.336 2.413 -2.653
H 2.010 -1.078 -1.919
H 2.166 0.564 -2.464
H 1.312 -1.813 -4.257
H 2.901 -1.061 -4.276
H 1.500 -0.163 -4.833
H -1.440 -1.734 -3.955
H 0.756 -2.515 1.236
H 1.033 -3.034 -0.413
H -0.794 -4.563 1.558
H 0.885 -4.980 1.257
H -0.291 -5.117 -0.038
H -2.753 -0.934 1.474
H -2.144 -2.440 2.125
H -4.385 -2.301 -0.002
H -4.699 -2.347 1.732
H -3.940 -3.712 0.938
H -2.790 -3.139 -4.452
H -4.098 -5.117 -5.047
H -4.690 -6.794 -3.322
H -3.948 -6.450 -0.983
H -2.637 -4.464 -0.393
N -2.251 1.411 0.250
C -2.562 2.607 0.008
C -1.675 3.703 0.494
C -0.293 3.600 0.356
C 0.531 4.591 0.868
C -0.023 5.686 1.514
C -1.402 5.799 1.638
C -2.230 4.814 1.122
C -3.811 2.893 -0.750
C -4.867 1.985 -0.702
C -6.008 2.213 -1.454
C -6.095 3.344 -2.258
C -5.044 4.249 -2.304
C -3.902 4.028 -1.548
H 0.150 2.759 -0.165
H 1.604 4.502 0.759
H 0.620 6.459 1.915
H -1.835 6.654 2.141
H -3.306 4.897 1.224
H -4.787 1.108 -0.072
H -6.829 1.510 -1.412
H -6.988 3.523 -2.843
H -5.111 5.129 -2.929
H -3.076 4.729 -1.589

spin multiplicity: 3
lowest unoccupied orbital energy (alpha / beta): -0.010 / -0.052 Eh
charge: 0
frontier orbital gap (alpha / beta): 7.0 / 6.4 eV
E_HOMO (alpha / beta): -7.3 / -7.8 eV



Below is a structure of composition C48H47BrN2O3PtS3SbTe, with properties calculated with ωB97M-V/def2-TZVPD.

Cartesian coordinates (Å):
Pt 0.498 0.786 0.830
S 4.136 -1.435 2.522
C 2.909 -1.158 3.693
C 1.832 -0.569 3.126
N 1.983 -0.344 1.776
C 3.138 -0.734 1.330
H 3.045 -1.438 4.721
H 0.901 -0.249 3.589
H 3.427 -0.657 0.294
Br -7.011 2.494 1.676
C -5.269 1.807 1.320
C -4.992 1.322 0.018
C -3.764 0.808 -0.235
C -2.676 0.810 0.773
C -3.091 1.195 2.133
C -4.339 1.717 2.356
C -2.151 0.948 3.315
O -2.507 1.400 4.417
O -1.146 0.240 3.040
H -5.755 1.356 -0.749
H -3.518 0.420 -1.215
H -2.161 -0.152 0.781
H -4.575 2.029 3.365
S 1.258 2.662 2.046
Sb 1.404 4.038 -0.007
C 1.451 4.681 -2.204
C 0.620 5.636 -2.780
C 0.573 5.808 -4.159
C 1.337 5.001 -4.988
C 2.147 4.023 -4.429
C 2.196 3.864 -3.051
C 1.555 5.983 0.917
C 0.792 7.082 0.542
C 0.915 8.298 1.204
C 1.803 8.427 2.260
C 2.557 7.331 2.657
C 2.430 6.121 1.992
C 3.554 3.807 -0.169
C 4.177 2.661 0.308
C 5.554 2.503 0.202
C 6.327 3.503 -0.368
C 5.716 4.660 -0.836
C 4.340 4.804 -0.742
H -0.011 6.262 -2.163
H -0.077 6.562 -4.586
H 1.291 5.123 -6.064
H 2.735 3.374 -5.067
H 2.837 3.094 -2.634
H 0.073 6.999 -0.261
H 0.307 9.142 0.898
H 1.897 9.372 2.782
H 3.242 7.417 3.492
H 3.013 5.266 2.318
H 3.571 1.904 0.798
H 6.024 1.600 0.576
H 7.401 3.385 -0.446
H 6.314 5.450 -1.275
H 3.871 5.705 -1.122
S -1.323 1.945 0.056
C 0.542 0.688 -2.344
C 0.332 -0.701 -1.748
O 0.426 -1.666 -2.539
N 0.053 -0.780 -0.452
Te 0.023 -2.882 0.268
C 0.237 -5.128 -0.065
C 0.992 -5.641 -1.124
C 1.640 -4.792 -2.183
C 1.171 -7.023 -1.235
C 0.629 -7.912 -0.328
C 0.836 -9.397 -0.464
C -0.107 -7.391 0.727
C -0.304 -6.024 0.875
C -1.123 -5.561 2.044
C -2.099 -2.959 0.089
C -2.863 -2.624 1.219
C -2.275 -2.343 2.593
C -4.251 -2.551 1.094
C -4.893 -2.816 -0.100
C -6.387 -2.684 -0.224
C -4.119 -3.196 -1.190
C -2.733 -3.279 -1.124
C -1.998 -3.711 -2.358
H 0.847 0.579 -3.383
H 1.295 1.238 -1.778
H -0.380 1.266 -2.273
H 1.379 -3.739 -2.119
H 1.344 -5.143 -3.175
H 2.728 -4.884 -2.121
H 1.752 -7.405 -2.070
H 1.406 -9.631 -1.363
H -0.116 -9.927 -0.522
H 1.381 -9.799 0.393
H -0.535 -8.066 1.462
H -1.145 -6.323 2.825
H -2.151 -5.348 1.741
H -0.719 -4.644 2.470
H -1.369 -1.721 2.564
H -2.026 -3.271 3.107
H -3.001 -1.807 3.212
H -4.830 -2.238 1.956
H -6.815 -2.240 0.674
H -6.859 -3.657 -0.383
H -6.653 -2.048 -1.070
H -4.605 -3.417 -2.134
H -2.692 -3.774 -3.196
H -1.552 -4.695 -2.213
H -1.196 -3.018 -2.610

spin multiplicity: 4
lowest unoccupied orbital energy (alpha / beta): 0.131 / 0.131 Eh
charge: -2
frontier orbital gap (alpha / beta): 5.0 / 5.7 eV
E_HOMO (alpha / beta): -1.4 / -2.1 eV



Below is a cluster of 4 separate species, C3H14NO4 in total, with properties calculated with ωB97M-V/def2-TZVPD.

Cartesian coordinates (Å):
C 0.829 -1.058 0.467
C 1.555 -0.198 1.488
C 2.051 -1.028 2.705
O 2.365 -2.174 2.522
N 0.204 -0.045 -0.494
H 0.088 -1.734 0.887
H 1.587 -1.643 -0.079
H 1.008 0.687 1.905
H 2.455 0.262 1.054
H 1.753 -0.654 3.672
H 0.106 -0.227 -1.507
H 0.837 0.761 -0.524
H -0.726 0.301 -0.229
H -1.507 -1.368 -3.044
H -0.610 -2.498 -2.851
O -0.578 -1.531 -2.816
H -3.373 0.161 -1.357
H -2.604 1.285 -0.869
O -2.437 0.412 -1.286
H -1.162 3.343 -0.667
H -0.908 3.863 0.791
O -0.934 3.083 0.232

energy above the lowest of the compared OMol25 structures with the same formula, charge and spin: 112.61 kJ/mol
lowest unoccupied orbital energy: -0.112 Eh
charge: +1
frontier orbital gap: 10.3 eV
E_HOMO: -13.3 eV



Below is a cluster of 11 separate species, C26H52N5O25S5 in total, with properties calculated with ωB97M-V/def2-TZVPD.

Cartesian coordinates (Å):
C 20.811 1.910 27.691
C 21.282 3.327 27.704
C 20.125 4.285 27.657
O 22.273 3.655 28.630
H 20.130 1.702 26.866
H 20.458 1.608 28.677
H 21.723 1.340 27.515
H 21.812 3.412 26.756
H 19.780 4.388 28.685
H 19.269 4.029 27.034
H 20.493 5.240 27.281
O 21.543 8.225 27.411
C 20.530 8.457 28.029
N 19.977 7.423 28.698
C 19.902 9.781 27.960
H 20.422 6.519 28.764
H 19.038 7.528 29.054
H 20.099 10.213 26.979
H 20.105 10.386 28.843
H 18.815 9.690 27.946
O 23.513 -1.067 30.718
C 23.593 -0.200 29.935
N 22.649 0.697 29.723
C 24.641 -0.134 28.884
H 21.891 0.643 30.388
H 22.762 1.617 29.323
H 24.373 0.711 28.249
H 24.634 -1.077 28.337
H 25.633 0.035 29.303
O 20.180 4.952 32.963
C 20.688 4.407 31.994
N 21.109 5.101 30.974
C 21.057 2.936 32.026
H 20.799 6.059 30.893
H 21.600 4.780 30.152
H 20.125 2.371 31.993
H 21.626 2.748 32.936
H 21.655 2.774 31.129
O 26.377 5.613 29.740
C 25.249 5.203 29.798
N 24.279 5.925 29.208
C 24.999 3.882 30.544
H 24.624 6.704 28.666
H 23.531 5.322 28.898
H 24.206 3.951 31.289
H 25.903 3.601 31.084
H 24.668 3.171 29.787
N 20.295 -0.202 31.168
C 19.120 0.024 30.533
C 18.036 -0.835 30.548
C 18.201 -2.045 31.249
C 19.347 -2.284 31.970
C 20.361 -1.362 31.890
H 18.899 0.955 30.033
H 17.208 -0.683 29.871
H 17.374 -2.740 31.222
H 19.478 -2.995 32.772
H 21.305 -1.678 32.310
C 20.859 -1.520 27.966
C 21.622 -2.905 28.209
O 21.148 -3.699 27.172
S 19.472 -3.494 26.888
O 18.710 -4.277 27.922
O 19.191 -3.597 25.439
O 19.683 -1.860 27.324
H 21.185 -0.895 27.134
H 20.649 -0.890 28.830
H 21.311 -3.355 29.151
H 22.704 -3.008 28.293
C 24.566 3.212 26.239
C 23.686 3.885 25.191
O 24.529 4.151 24.097
S 25.759 3.106 24.002
O 26.967 3.890 23.829
O 25.604 2.026 22.979
O 25.662 2.591 25.621
H 23.945 2.498 26.781
H 24.923 3.914 26.993
H 23.329 4.891 25.408
H 22.826 3.317 24.837
C 19.684 -0.189 23.071
C 19.801 -0.284 24.605
O 18.521 -0.130 24.991
S 17.666 0.965 24.004
O 18.105 2.294 24.448
O 16.257 0.719 23.783
O 18.516 0.544 22.684
H 19.602 -1.128 22.524
H 20.590 0.263 22.666
H 20.524 0.446 24.970
H 20.290 -1.220 24.872
C 16.542 3.603 29.699
C 16.296 4.394 28.358
O 16.349 3.377 27.333
S 16.325 1.770 27.870
O 17.675 1.244 27.680
O 15.122 1.088 27.271
O 16.036 2.279 29.384
H 15.984 4.066 30.513
H 17.613 3.575 29.902
H 17.021 5.149 28.052
H 15.302 4.839 28.309
C 17.852 5.267 24.780
C 16.440 5.490 24.245
O 16.274 6.925 24.440
S 17.245 7.547 25.656
O 16.723 7.330 27.007
O 17.653 8.921 25.353
O 18.389 6.481 25.203
H 18.583 4.864 24.079
H 17.789 4.454 25.504
H 15.557 4.964 24.607
H 16.369 5.251 23.184

spin multiplicity: 2
lowest unoccupied orbital energy (alpha / beta): -0.013 / -0.145 Eh
charge: 0
frontier orbital gap (alpha / beta): 9.5 / 5.9 eV
E_HOMO (alpha / beta): -9.8 / -9.8 eV



no.,electronic energy (hartree)
1,-1553.78550
2,-1307.35291
3,-8067.91452
4,-6588.66397
5,-478.16241
6,-5167.31684